C6H16O8SSi | ωB97M-V with the def2-TZVPD basis set

The geometry in XYZ format:
```
32
Properties=species:S:1:pos:R:3:forces:R:3:nbo_charge:R:1
O -1.2684 -2.8507 -2.9951 -1.4 1.4 -0.4 -0.852
H -1.1728 2.4800 -0.5716 0.3 -0.2 0.6 0.506
Si -1.5479 1.5543 1.4982 -1.1 1.0 -0.3 2.239
C 0.0705 -1.4996 -1.2990 0.9 -1.0 -0.8 -0.680
H 1.5777 0.0251 3.1160 0.4 -0.7 0.7 0.216
O -2.9187 0.7376 0.9613 0.9 0.5 0.4 -1.113
C 2.3691 -1.0859 -0.5130 -0.4 2.1 1.6 -0.093
O 1.1369 0.6016 -1.9490 0.8 -0.3 0.4 -0.727
O -2.2050 2.7799 2.4076 0.4 -0.5 0.0 -1.102
H -3.0412 3.1303 2.1075 -0.2 0.1 -0.1 0.497
H 0.8969 0.9454 0.3801 -0.3 0.4 -0.1 0.220
H -2.9216 0.1457 0.2067 0.2 -0.1 -0.2 0.515
O -0.8011 -0.3098 -3.5042 -2.5 -2.9 1.7 -0.913
H 2.7760 -2.0929 -0.6665 -0.6 0.0 0.6 0.202
H 3.2382 -0.4304 -0.4149 0.2 0.1 -1.1 0.199
C 1.0904 0.7495 2.5082 -0.2 1.2 0.0 -0.413
C 1.5856 0.5705 1.1133 -0.8 -1.8 -1.5 -0.096
O -2.4793 -0.9722 -1.6216 1.4 -0.9 -2.6 -0.907
H 1.5007 1.7272 2.8533 -0.7 -0.4 -0.1 0.215
H -0.3077 -1.2634 -0.3419 -0.5 0.8 0.9 0.259
O 1.7582 -0.8477 0.7975 0.1 -1.2 -0.3 -0.576
C 1.3966 -0.7644 -1.6503 -1.4 -0.2 -0.4 0.074
H 1.7588 -1.2977 -2.5223 0.4 0.1 -0.5 0.171
H 0.5308 0.6078 -2.7122 0.3 0.0 0.3 0.499
H -0.6876 0.9308 3.7405 -0.2 -0.9 -1.3 0.266
C -0.4585 0.6057 2.6762 1.0 -0.9 0.0 -0.948
H 0.3555 -2.5585 -1.1844 -0.5 0.2 -0.5 0.254
H 2.4933 1.0313 0.8562 1.6 0.9 0.3 0.169
H -2.0926 -3.0885 -3.4768 0.5 0.2 0.2 0.514
O -0.6741 2.2412 0.2308 -1.1 -0.5 0.1 -1.101
H -0.6463 -0.5098 2.4463 -0.1 1.6 0.9 0.244
S -1.3126 -1.2928 -2.4769 2.4 2.0 1.6 2.262
```
Forces are in eV/Å.

For the orbital gap, the calculation gives 9.5 eV. The relative energy (zero: lowest compared OMol25 entry of this formula, charge and spin) comes out at 73.2 kJ/mol. As for the largest force on an atom: 4.2 eV Å⁻¹.